# 1
Formula: C4H8N2S
Source: OMol25
Level of theory: ωB97M-V/def2-TZVPD

Its highest occupied orbital energy is -8.5 eV. As for the structure (SMILES): C1=NNCCCS1. The total energy is -18088.6006 eV. The value obtained for the energy above the lowest of the compared OMol25 structures with the same formula, charge and spin is 118.6 kcal/mol. The calculation puts the HOMO-LUMO gap at 9.21 eV.

ORCA input file:
```
! wB97M-V def2-TZVPD RIJCOSX def2/J DEFGRID3
* xyz 0 1
C 0.45 -1.18 0.50
C 1.41 0.01 0.10
C -1.53 1.32 0.18
C -0.74 -1.04 -0.50
H 0.06 -0.95 1.59
H 0.96 -2.20 0.25
H 2.25 -0.35 -0.50
H 1.94 0.52 0.96
H 1.53 1.75 -0.25
H -2.22 1.96 0.75
H -1.42 -1.96 -0.98
H -0.48 -0.66 -1.54
N 0.64 1.11 -0.62
N -0.41 1.80 0.06
S -2.43 -0.12 -0.01
*
```

=====

# 2
Formula: C21H24CrN2OP2
Source: OMol25
Level of theory: ωB97M-V/def2-TZVPD

Its highest occupied orbital energy (spin up / spin down) is -10.9 / -11.0 eV. The total energy is -74186.1985 eV. The value obtained for the energy above the lowest of the compared OMol25 structures with the same formula, charge and spin is 9.5 kcal/mol. The calculation puts the HOMO-LUMO gap (spin up / spin down) at 6.01 / 6.26 eV.

ORCA input file:
```
! wB97M-V def2-TZVPD RIJCOSX def2/J DEFGRID3
* xyz 1 4
C 2.98 -0.76 -2.60
C 1.76 -0.32 -2.11
C 0.79 -1.27 -1.69
C 1.13 -2.68 -1.65
C 2.40 -3.07 -2.14
C 3.29 -2.13 -2.62
C 0.19 -3.54 -1.06
C -1.03 -3.07 -0.56
C -1.29 -1.66 -0.66
C -2.48 -1.09 -0.09
C -3.39 -1.94 0.51
C -3.18 -3.33 0.56
C -2.02 -3.89 0.05
H 3.71 -0.02 -2.95
H 2.64 -4.14 -2.14
H 4.27 -2.43 -3.00
H 0.43 -4.60 -0.98
H -4.30 -1.51 0.94
H -3.93 -3.97 1.03
H -1.84 -4.97 0.10
N -0.40 -0.84 -1.24
Cr 0.41 1.00 1.44
C 1.40 1.15 -1.95
H 0.32 1.27 -2.11
H 1.97 1.79 -2.64
C -2.64 0.41 -0.13
H -2.14 0.79 -1.04
H -3.70 0.70 -0.10
P 1.67 1.74 -0.23
P -1.77 1.28 1.24
C -2.75 0.91 2.72
H -2.32 1.47 3.56
H -3.80 1.20 2.57
H -2.67 -0.15 2.96
C -2.02 3.04 0.89
H -3.09 3.26 0.86
H -1.54 3.63 1.68
H -1.56 3.31 -0.06
C 3.45 1.58 0.07
H 4.04 2.05 -0.73
H 3.68 2.05 1.04
H 3.69 0.51 0.14
C 1.42 3.55 -0.36
H 1.68 4.00 0.61
H 2.07 3.96 -1.14
H 0.38 3.78 -0.59
C 0.04 -0.44 2.63
O -0.37 -1.18 3.45
H 1.21 -0.26 0.98
N 1.86 2.74 3.69
C 1.35 2.08 2.85
*
```

=====

# 3
Formula: C17H19NSV
Source: OMol25
Level of theory: ωB97M-V/def2-TZVPD

Its highest occupied orbital energy (spin up / spin down) is -4.8 / -5.9 eV. The total energy is -55936.3079 eV. The value obtained for the energy above the lowest of the compared OMol25 structures with the same formula, charge and spin is 80.3 kcal/mol. The calculation puts the HOMO-LUMO gap (spin up / spin down) at 3.84 / 4.81 eV.

ORCA input file:
```
! wB97M-V def2-TZVPD RIJCOSX def2/J DEFGRID3
* xyz 0 4
C -0.87 -0.58 -0.32
C 1.46 0.47 -2.17
C -0.51 0.96 -0.71
H -1.95 -0.76 -0.38
C 0.91 1.74 -2.91
H 2.53 0.28 -2.37
H -0.67 1.62 0.19
H 1.52 2.13 -3.73
C -1.37 1.38 -1.90
H -2.05 2.19 -1.61
H -2.04 0.56 -2.18
C 0.01 -1.49 -1.12
H -0.61 -2.33 -1.48
H 0.77 -1.94 -0.46
C 0.74 -0.87 -2.36
H 0.05 -0.85 -3.21
H 1.51 -1.62 -2.65
C -0.57 1.80 -3.16
H -0.86 1.16 -4.02
H -0.89 2.81 -3.48
V 1.01 1.86 -1.15
H -1.44 -2.03 0.82
S 2.28 -0.36 2.60
C 3.42 0.31 1.54
C 2.89 0.65 0.29
C 1.48 0.33 0.22
C 0.97 -0.23 1.40
C -0.39 -0.50 1.97
C -0.63 0.22 3.16
C -1.57 -0.17 4.09
C -2.30 -1.36 3.89
C -2.11 -2.06 2.72
N -1.23 -1.61 1.77
H 4.45 0.43 1.86
H 3.49 1.03 -0.54
H -0.03 1.11 3.34
H -1.72 0.42 4.99
H -3.01 -1.72 4.62
H -2.64 -2.97 2.46
*
```

=====

# 4
Formula: C34H49NO7SeW
Source: OMol25
Level of theory: ωB97M-V/def2-TZVPD

Its highest occupied orbital energy is -13.9 eV. The total energy is -119036.0174 eV. The value obtained for the energy above the lowest of the compared OMol25 structures with the same formula, charge and spin is 0.0 kcal/mol. The calculation puts the HOMO-LUMO gap at 5.78 eV.

ORCA input file:
```
! wB97M-V def2-TZVPD RIJCOSX def2/J DEFGRID3
* xyz 2 1
W 1.01 1.10 1.80
O 0.56 3.19 1.45
C 1.11 4.29 2.24
C 1.30 3.68 3.60
N 1.97 2.36 3.46
C 1.83 1.57 4.73
C 0.60 0.69 4.69
O 0.05 0.24 5.63
O 0.19 0.46 3.39
C 3.41 2.45 3.09
C 3.78 1.17 2.34
O 4.82 0.97 1.83
O 2.72 0.30 2.30
H 0.29 3.45 0.55
H 2.02 4.63 1.77
H 0.38 5.09 2.27
H 1.89 4.34 4.24
H 0.34 3.51 4.08
H 2.69 0.89 4.81
H 1.82 2.22 5.60
H 3.60 3.31 2.45
H 4.04 2.56 3.98
C 0.96 -3.35 -4.27
C 2.33 -2.70 -4.01
C 2.86 -2.12 -5.32
C 3.32 -3.76 -3.50
C 2.17 -1.62 -2.93
C 1.67 -1.98 -1.68
C 1.52 -1.01 -0.72
Se 0.87 -1.43 1.04
C -1.04 -1.40 0.89
C -1.80 -2.54 0.80
C -3.19 -2.42 0.86
C -3.73 -1.15 1.05
C -2.99 0.02 1.16
C -1.61 -0.14 1.06
O -0.72 0.90 1.15
C -3.63 1.40 1.37
C -3.26 2.31 0.19
C -5.15 1.30 1.43
C -3.14 2.01 2.69
C -4.06 -3.68 0.73
C -3.71 -4.64 1.88
C -3.76 -4.35 -0.61
C -5.55 -3.36 0.80
C 1.88 0.31 -0.96
O 1.70 1.19 0.08
C 2.40 0.72 -2.19
C 2.52 -0.29 -3.14
C 2.78 2.17 -2.46
C 1.52 3.05 -2.38
C 3.83 2.65 -1.45
C 3.37 2.35 -3.86
H 1.06 -4.11 -5.05
H 0.24 -2.61 -4.62
H 0.56 -3.83 -3.38
H 2.94 -2.92 -6.06
H 3.85 -1.69 -5.21
H 2.19 -1.37 -5.74
H 3.44 -4.54 -4.26
H 2.97 -4.24 -2.59
H 4.30 -3.32 -3.30
H 1.39 -3.01 -1.47
H -1.33 -3.51 0.70
H -4.81 -1.07 1.11
H -3.63 1.90 -0.75
H -2.18 2.45 0.10
H -3.72 3.29 0.33
H -5.58 0.90 0.51
H -5.56 2.30 1.57
H -5.49 0.69 2.27
H -2.06 2.21 2.68
H -3.35 1.34 3.53
H -3.65 2.95 2.87
H -2.66 -4.96 1.85
H -4.33 -5.53 1.81
H -3.89 -4.17 2.85
H -2.72 -4.65 -0.70
H -4.01 -3.69 -1.45
H -4.37 -5.26 -0.71
H -5.83 -2.91 1.76
H -6.12 -4.28 0.69
H -5.86 -2.69 0.00
H 2.92 -0.02 -4.11
H 1.03 2.96 -1.40
H 0.79 2.77 -3.14
H 1.79 4.10 -2.53
H 3.45 2.66 -0.43
H 4.15 3.66 -1.70
H 4.72 2.01 -1.47
H 2.66 2.07 -4.64
H 4.28 1.76 -3.99
H 3.63 3.39 -4.01
*
```

=====

# 5
Formula: C5H15N3
Source: OMol25
Level of theory: ωB97M-V/def2-TZVPD

Its highest occupied orbital energy is -9.1 eV. As for the structure (SMILES): NCC(N)N.C=CC. The total energy is -9897.9066 eV. The value obtained for the energy above the lowest of the compared OMol25 structures with the same formula, charge and spin is 28.7 kcal/mol. The calculation puts the HOMO-LUMO gap at 10.21 eV.

ORCA input file:
```
! wB97M-V def2-TZVPD RIJCOSX def2/J DEFGRID3
* xyz 0 1
C 1.85 -1.14 0.91
C 2.33 0.08 0.73
C 1.74 -2.18 -0.16
H 1.54 -1.46 1.89
H -0.38 -0.40 0.31
H 2.41 0.79 1.53
H 0.73 -2.57 -0.20
H 1.99 -1.76 -1.13
H 2.66 0.41 -0.24
H 0.24 1.48 -1.09
H 2.41 -3.00 0.05
C -1.18 0.08 -0.26
N -1.35 -0.65 -1.49
N -2.38 0.03 0.57
N -0.76 2.33 0.61
C -0.74 1.52 -0.60
H -3.13 0.54 0.11
H -1.63 -1.60 -1.28
H -2.09 -0.23 -2.05
H -2.20 0.52 1.44
H -0.50 3.29 0.39
H -0.08 1.97 1.27
H -1.46 1.96 -1.30
*
```

=====

# 6
Formula: C31H65N3O26S5
Source: OMol25
Level of theory: ωB97M-V/def2-TZVPD

Its highest occupied orbital energy is -9.6 eV. As for the structure (SMILES): O=S1(=O)OCCO1.O=S1(=O)OCCO1.O=S1(=O)OCCO1.O=S1(=O)OCCO1.O=S1(=O)OCCO1.CNC(C)=O.CNC(C)=O.CNC(C)=O.C1CCOC1.C1CCOC1.C1CCOC1. The total energy is -145072.6361 eV. The calculation puts the HOMO-LUMO gap at 9.43 eV.

ORCA input file:
```
! wB97M-V def2-TZVPD RIJCOSX def2/J DEFGRID3
* xyz 0 1
C -7.72 -1.85 -4.38
C -6.22 -1.72 -4.37
O -5.60 -2.68 -3.91
N -5.61 -0.62 -4.75
C -6.20 0.62 -5.02
H -8.14 -1.25 -3.57
H -7.97 -2.88 -4.13
H -8.15 -1.55 -5.33
H -4.62 -0.67 -4.57
H -7.10 0.70 -4.40
H -6.51 0.73 -6.06
H -5.57 1.49 -4.85
C -0.56 2.15 -0.52
C -0.57 0.83 -1.19
O -0.71 0.65 -2.38
N -0.32 -0.16 -0.33
C -0.13 -1.54 -0.72
H -1.43 2.71 -0.84
H 0.33 2.73 -0.78
H -0.64 2.33 0.56
H -0.14 0.01 0.65
H -0.42 -2.31 -0.01
H 0.88 -1.77 -1.08
H -0.77 -1.70 -1.58
C -5.25 -8.24 6.91
C -4.01 -8.26 6.08
O -3.37 -9.28 5.92
N -3.68 -7.07 5.51
C -2.62 -6.82 4.60
H -5.69 -7.25 7.01
H -5.12 -8.45 7.97
H -5.94 -8.93 6.42
H -4.19 -6.26 5.84
H -3.03 -6.10 3.90
H -2.30 -7.72 4.06
H -1.76 -6.40 5.13
C -1.26 -7.71 -4.70
C -1.00 -7.57 -3.20
O 0.40 -7.31 -3.08
S 1.33 -7.55 -4.45
O 2.26 -8.66 -4.27
O 1.72 -6.25 -5.01
O -0.03 -8.07 -5.21
H -1.45 -6.71 -5.09
H -1.96 -8.45 -5.09
H -1.12 -8.59 -2.83
H -1.56 -6.80 -2.66
C 6.29 -5.94 -0.41
C 6.24 -7.34 0.15
O 5.63 -7.24 1.40
S 5.31 -5.63 1.84
O 6.45 -5.10 2.58
O 4.00 -5.52 2.42
O 5.42 -5.12 0.29
H 5.93 -5.83 -1.44
H 7.30 -5.54 -0.36
H 7.26 -7.68 0.32
H 5.73 -8.10 -0.44
C -0.14 8.66 -1.10
C 1.42 8.44 -1.13
O 1.68 7.74 -2.35
S 0.56 8.08 -3.52
O 0.21 6.94 -4.38
O 0.84 9.36 -4.17
O -0.63 8.39 -2.38
H -0.45 9.66 -0.79
H -0.58 7.98 -0.38
H 1.79 7.76 -0.37
H 1.95 9.39 -1.06
C 0.74 0.80 -7.83
C 0.97 -0.70 -7.58
O 1.21 -1.24 -8.85
S 1.86 -0.20 -9.89
O 1.38 -0.34 -11.29
O 3.30 -0.12 -9.71
O 1.07 1.06 -9.14
H 1.24 1.48 -7.14
H -0.31 1.04 -7.66
H 0.09 -1.23 -7.21
H 1.75 -0.88 -6.83
C 6.23 6.70 4.67
C 6.02 5.59 5.66
O 4.73 5.10 5.36
S 3.67 6.35 5.06
O 3.37 7.07 6.31
O 2.55 6.01 4.13
O 4.99 7.12 4.27
H 6.83 6.44 3.80
H 6.82 7.51 5.11
H 5.99 5.98 6.68
H 6.73 4.77 5.62
C 5.14 2.24 -0.79
C 5.43 1.35 0.40
C 6.75 1.91 0.98
O 6.98 3.15 0.34
C 5.74 3.58 -0.30
H 4.12 2.25 -1.15
H 5.74 1.98 -1.66
H 5.48 0.28 0.18
H 4.58 1.50 1.08
H 7.49 1.21 0.60
H 6.74 1.93 2.07
H 5.96 4.28 -1.10
H 5.14 4.10 0.45
C -6.73 3.90 1.64
C -6.74 3.59 0.13
C -6.51 4.93 -0.57
O -5.80 5.71 0.41
C -6.22 5.32 1.71
H -6.18 3.22 2.29
H -7.75 3.83 2.03
H -7.66 3.04 -0.09
H -5.94 2.87 -0.07
H -7.54 5.29 -0.68
H -6.04 4.93 -1.55
H -6.95 5.99 2.17
H -5.37 5.39 2.38
C -0.52 0.38 6.99
C 0.54 -0.71 6.76
C 1.09 -0.15 5.49
O -0.02 0.24 4.71
C -1.09 0.61 5.60
H -0.05 1.29 7.37
H -1.24 0.04 7.73
H 0.08 -1.69 6.64
H 1.19 -0.70 7.63
H 1.71 -0.83 4.90
H 1.79 0.62 5.79
H -1.97 -0.03 5.57
H -1.28 1.67 5.47
*
```

=====

Number 3 is which compound?
C17H19NSV